Below is C3H5N3OS2 in the gas phase in a non-equilibrium geometry, with properties calculated with wB97M-V/def2-TZVPD.

The structure (SMILES) is NSc1snc(N)c1O. The calculation puts the HOMO energy at -0.2985 Ha.

Each line ends with the Mulliken charge.
Atoms and positions in Å:
N (-1.47, -1.35, -1.47)  -0.627
S (-0.98, -2.59, -0.40)  -0.014
C (-0.24, -1.64, 0.83)  0.416
S (0.11, -2.25, 2.38)  0.023
N (0.99, -0.95, 2.81)  -0.565
C (1.03, -0.03, 1.85)  0.166
N (1.84, 1.05, 2.04)  -0.479
C (0.41, -0.38, 0.64)  0.148
O (0.52, 0.26, -0.59)  -0.545
H (-1.22, -1.49, -2.38)  0.267
H (-2.26, -0.80, -1.12)  0.270
H (1.34, 1.96, 1.94)  0.241
H (2.45, 0.98, 2.80)  0.246
H (-0.10, 0.03, -1.25)  0.453

Below is a molecular structure, ArH30O15 in a non-equilibrium geometry, with properties calculated with wB97M-V/def2-TZVPD.

The calculation puts the HOMO energy at -0.3512 Ha.

Each line ends with the Mulliken charge.
Atoms and positions in Å:
Ar (0.48, 0.38, 0.25)  0.039
O (1.16, 2.57, -2.05)  -0.702
H (1.47, 3.20, -2.70)  0.275
H (0.43, 2.11, -2.48)  0.410
O (-0.42, -1.81, 3.10)  -0.628
H (0.48, -1.52, 3.26)  0.409
H (-0.92, -1.00, 3.03)  0.304
O (-2.81, 2.68, -0.34)  -0.597
H (-2.82, 3.34, -1.03)  0.277
H (-2.86, 1.84, -0.79)  0.379
O (0.64, 1.96, 3.20)  -0.669
H (0.50, 2.22, 2.28)  0.299
H (1.34, 2.54, 3.50)  0.296
O (-0.39, -2.84, -0.44)  -0.628
H (-1.06, -2.28, -0.05)  0.428
H (-0.74, -3.73, -0.36)  0.241
O (2.13, -3.43, 0.89)  -0.665
H (1.30, -3.25, 0.46)  0.337
H (2.72, -2.74, 0.58)  0.385
O (-2.80, 0.27, -1.67)  -0.745
H (-3.30, -0.26, -2.30)  0.290
H (-2.48, -0.37, -1.03)  0.386
O (-2.24, 0.31, 2.74)  -0.646
H (-2.41, 1.07, 2.18)  0.299
H (-3.09, 0.10, 3.13)  0.254
O (3.90, -1.70, -0.52)  -0.688
H (4.02, -1.32, 0.35)  0.352
H (3.46, -1.01, -1.02)  0.419
O (0.84, 3.58, 0.38)  -0.626
H (0.85, 3.19, -0.50)  0.398
H (0.10, 4.19, 0.37)  0.299
O (0.29, -1.64, -3.45)  -0.696
H (0.20, -1.73, -2.50)  0.388
H (-0.13, -2.42, -3.81)  0.268
O (2.70, 0.09, -2.28)  -0.728
H (2.40, 0.96, -2.03)  0.368
H (2.02, -0.24, -2.87)  0.283
O (2.11, -0.54, 3.72)  -0.674
H (2.10, -0.76, 4.65)  0.319
H (1.66, 0.31, 3.67)  0.367
O (-2.56, -1.42, 0.43)  -0.680
H (-3.34, -1.97, 0.50)  0.279
H (-2.49, -0.98, 1.28)  0.330
O (-0.69, 1.01, -3.39)  -0.778
H (-1.49, 0.88, -2.87)  0.416
H (-0.30, 0.14, -3.46)  0.357

Below is C14H23ClNO4P in the gas phase in a non-equilibrium geometry, with properties calculated with wB97M-V/def2-TZVPD.

The structure (SMILES) is CCOC(OCC)[P@](=O)(O)C[C@@H](CN)c1ccc(Cl)cc1. The calculation puts the HOMO energy at -0.3342 Ha.

Each line ends with the Mulliken charge.
Atoms and positions in Å:
C (-1.21, 3.78, 3.80)  -1.282
C (-0.72, 2.53, 3.21)  -0.297
O (-0.98, 2.68, 1.82)  -0.343
C (-1.16, 1.44, 1.11)  -0.032
O (-1.64, 1.91, -0.15)  -0.250
C (-2.92, 2.54, -0.15)  -0.343
C (-2.94, 3.42, -1.36)  -1.168
P (0.58, 0.60, 0.99)  0.912
O (0.98, -0.21, 2.17)  -0.863
O (1.82, 1.63, 1.08)  -0.619
C (0.80, -0.25, -0.53)  -1.018
C (0.72, -1.82, -0.43)  0.438
C (-0.68, -2.45, -0.59)  -1.284
N (-1.62, -2.26, 0.59)  -0.389
C (1.74, -2.40, -1.40)  -0.211
C (2.83, -3.14, -0.89)  -0.204
C (3.72, -3.86, -1.74)  -0.701
C (3.65, -3.69, -3.10)  0.346
Cl (4.88, -4.47, -4.13)  -0.217
C (2.62, -2.88, -3.67)  -0.746
C (1.69, -2.28, -2.79)  0.041
H (-1.30, 3.81, 4.87)  0.405
H (-2.18, 4.08, 3.31)  0.248
H (-0.50, 4.55, 3.55)  0.309
H (0.30, 2.42, 3.36)  0.310
H (-1.21, 1.75, 3.64)  0.451
H (-1.81, 0.73, 1.61)  0.444
H (-3.70, 1.75, -0.21)  0.284
H (-3.04, 3.04, 0.71)  0.348
H (-3.71, 4.22, -1.34)  0.350
H (-3.05, 2.86, -2.24)  0.314
H (-1.96, 3.89, -1.34)  0.322
H (2.30, 1.27, 1.79)  0.316
H (1.67, 0.15, -1.02)  0.614
H (-0.07, 0.01, -1.18)  0.396
H (1.02, -2.22, 0.53)  0.539
H (-1.13, -2.01, -1.50)  0.482
H (-0.54, -3.51, -0.92)  0.355
H (-1.29, -2.81, 1.35)  0.224
H (-2.62, -2.36, 0.29)  0.235
H (2.97, -3.24, 0.21)  0.322
H (4.40, -4.51, -1.19)  0.373
H (2.46, -2.90, -4.77)  0.322
H (0.83, -1.81, -3.33)  0.266

Below is a molecular structure, H11LiO6 in a non-equilibrium geometry, with properties calculated with wB97M-V/def2-TZVPD.

The calculation puts the HOMO energy at -0.3029 Ha.

Each line ends with the Mulliken charge.
Atoms and positions in Å:
Li (0.38, 0.41, -0.15)  0.904
O (0.17, -0.31, 1.70)  -1.043
H (0.55, 0.49, 1.87)  0.144
O (-0.88, 1.86, -1.30)  -0.517
H (-1.73, 2.13, -1.12)  0.282
H (-0.49, 2.60, -1.65)  0.252
O (0.33, -1.17, -1.55)  -0.622
H (-0.32, -1.35, -2.27)  0.312
H (0.09, -1.74, -0.92)  0.333
O (0.73, -2.66, 0.73)  -0.722
H (0.41, -2.02, 1.22)  0.380
H (1.64, -2.27, 0.53)  0.310
O (1.80, 1.73, 0.23)  -0.538
H (2.69, 1.29, 0.34)  0.301
H (1.87, 2.60, 0.35)  0.239
O (-2.68, -0.26, 0.65)  -0.601
H (-2.49, -0.88, 0.03)  0.262
H (-2.06, -0.45, 1.31)  0.325

Below is 3 unconnected molecules or ions with the total composition C23H29BrN2O7S in a non-equilibrium geometry, with properties calculated with wB97M-V/def2-TZVPD.

The structure (SMILES) is O=COCCCCC1=CC(=O)C(CCCCS(=O)(=O)O)=C(Br)C1=O.c1cc[nH]c1.c1cc[nH]c1. The calculation puts the HOMO energy at -0.3016 Ha.

Each line ends with the Mulliken charge.
Atoms and positions in Å:
O (0.97, 3.68, -4.47)  -0.445
C (0.13, 2.85, -4.52)  0.187
O (-1.19, 3.21, -4.45)  -0.376
C (-1.91, 2.36, -3.53)  -0.081
C (-2.25, 3.11, -2.22)  -0.836
C (-2.66, 2.20, -1.01)  -0.302
C (-2.76, 0.68, -1.32)  -1.038
C (-1.43, -0.10, -1.18)  0.638
C (-1.44, -1.42, -1.25)  -0.776
C (-0.13, -2.20, -1.15)  -0.090
O (-0.03, -3.27, -1.65)  -0.570
C (1.04, -1.59, -0.35)  0.651
C (2.12, -2.47, 0.28)  -1.118
C (3.50, -2.15, -0.42)  -0.760
C (4.22, -3.41, -1.01)  -0.684
C (4.82, -3.00, -2.41)  -0.914
S (3.71, -3.49, -3.75)  1.121
O (4.37, -3.36, -5.02)  -0.638
O (2.48, -2.73, -3.75)  -0.521
O (3.47, -5.07, -3.49)  -0.498
C (1.01, -0.27, -0.27)  0.326
Br (2.32, 0.73, 0.72)  -0.019
C (-0.08, 0.56, -0.97)  0.234
O (0.22, 1.65, -1.34)  -0.548
H (0.44, 1.80, -4.68)  0.387
H (-2.85, 2.07, -4.03)  0.280
H (-1.27, 1.47, -3.37)  0.045
H (-3.02, 3.87, -2.44)  0.395
H (-1.34, 3.67, -1.92)  0.200
H (-3.63, 2.55, -0.62)  0.573
H (-1.93, 2.38, -0.20)  -0.066
H (-3.28, 0.45, -2.27)  0.455
H (-3.42, 0.25, -0.53)  0.548
H (-2.36, -2.00, -1.38)  0.493
H (2.13, -2.22, 1.35)  0.240
H (1.90, -3.54, 0.16)  0.525
H (4.18, -1.70, 0.33)  0.409
H (3.32, -1.40, -1.20)  0.530
H (3.58, -4.30, -1.08)  0.507
H (5.08, -3.65, -0.37)  0.345
H (4.93, -1.91, -2.49)  0.435
H (5.82, -3.42, -2.57)  0.429
H (2.58, -5.30, -3.82)  0.373
C (-0.93, -0.95, 5.09)  -0.723
C (-1.91, -1.60, 4.29)  -0.436
C (-1.48, -1.55, 3.00)  -0.478
N (-0.28, -0.89, 2.97)  0.377
C (0.07, -0.53, 4.25)  -0.564
H (-0.95, -0.81, 6.16)  0.437
H (-2.83, -2.05, 4.64)  0.420
H (-1.92, -1.92, 2.09)  0.389
H (0.26, -0.71, 2.15)  0.150
H (0.99, 0.00, 4.44)  0.361
C (-2.46, 4.59, 4.58)  -0.652
C (-2.44, 4.33, 3.19)  -0.475
C (-2.14, 3.00, 3.03)  -0.244
N (-1.98, 2.45, 4.27)  0.149
C (-2.18, 3.41, 5.22)  -0.462
H (-2.66, 5.54, 5.06)  0.389
H (-2.61, 5.04, 2.40)  0.416
H (-2.03, 2.40, 2.14)  0.275
H (-1.76, 1.49, 4.45)  0.263
H (-2.11, 3.17, 6.27)  0.363

Below is a molecular structure, C23H27GeN3OS5Ti, with properties calculated with wB97M-V/def2-TZVPD.

The calculation puts the HOMO energy at -0.2574 Ha.

Each line ends with the Mulliken charge.
Atoms and positions in Å:
Ti (-0.79, -0.87, -0.46)  -0.123
C (-1.56, -3.12, -0.47)  -0.562
C (-1.29, -2.75, 0.86)  -0.428
C (-2.20, -1.73, 1.22)  -0.058
C (-3.03, -1.48, 0.12)  -0.909
C (-2.64, -2.33, -0.93)  -0.367
H (-1.04, -3.88, -1.03)  0.557
H (-0.51, -3.15, 1.49)  0.385
H (-2.23, -1.24, 2.19)  0.595
H (-3.81, -0.73, 0.06)  0.487
H (-3.08, -2.37, -1.91)  0.609
S (3.46, -0.51, -2.37)  -0.268
C (2.03, -0.55, -1.60)  0.648
S (1.25, -2.04, -1.04)  -0.675
S (1.07, 0.78, -1.08)  -0.412
Ge (0.56, -0.30, 1.71)  1.047
C (0.11, 1.50, 2.40)  -0.142
C (0.72, 2.67, 1.94)  0.376
C (0.38, 3.91, 2.47)  -0.980
C (-0.60, 4.01, 3.44)  -0.455
C (-1.24, 2.86, 3.89)  -0.627
C (-0.87, 1.62, 3.38)  -0.335
C (2.50, -0.57, 1.83)  0.103
C (3.46, 0.31, 1.34)  0.249
C (4.82, 0.04, 1.47)  -0.803
C (5.24, -1.12, 2.09)  -0.411
C (4.30, -2.01, 2.59)  -0.718
C (2.94, -1.73, 2.46)  -0.285
H (0.07, -1.19, 2.91)  -0.334
H (1.48, 2.62, 1.17)  0.240
H (0.90, 4.80, 2.12)  0.481
H (-0.86, 4.98, 3.86)  0.437
H (-2.00, 2.93, 4.66)  0.401
H (-1.35, 0.73, 3.78)  0.263
H (3.17, 1.21, 0.82)  0.235
H (5.54, 0.73, 1.07)  0.393
H (6.29, -1.34, 2.19)  0.373
H (4.61, -2.93, 3.07)  0.385
H (2.22, -2.43, 2.86)  0.303
C (-2.43, 4.34, 0.57)  -1.351
N (-2.31, 2.90, 0.63)  0.091
C (-1.82, 2.16, -0.38)  0.242
N (-1.45, 2.78, -1.52)  -0.242
O (-1.78, 0.91, -0.29)  -0.356
H (-2.77, 4.70, 1.54)  0.397
H (-3.16, 4.64, -0.18)  0.344
H (-1.47, 4.82, 0.38)  0.435
H (-2.36, 2.43, 1.52)  0.276
H (-1.32, 3.77, -1.55)  0.221
H (-0.94, 2.21, -2.18)  0.159
S (-1.32, -0.28, -3.10)  -0.406
C (-1.04, -1.60, -4.08)  0.554
N (-0.17, -2.57, -3.86)  0.103
C (-0.18, -3.70, -4.78)  -0.677
C (-0.76, -3.17, -6.08)  -0.567
S (-1.90, -1.85, -5.58)  -0.104
H (0.39, -2.55, -3.00)  -0.204
H (-0.79, -4.51, -4.37)  0.309
H (0.84, -4.07, -4.92)  0.377
H (-1.31, -3.94, -6.63)  0.389
H (0.01, -2.75, -6.73)  0.336

Below is 6 unconnected molecules or ions with the total composition C26H24Cl4F4 in a non-equilibrium geometry, with properties calculated with wB97M-V/def2-TZVPD.

The structure (SMILES) is Fc1ccccc1.Fc1ccccc1.Fc1ccccc1.Fc1ccccc1.ClCCl.ClCCl. The calculation puts the HOMO energy at -0.3378 Ha.

Each line ends with the Mulliken charge.
Atoms and positions in Å:
F (5.34, 1.27, -3.40)  -0.310
C (4.09, 0.74, -3.33)  0.319
C (3.18, 1.26, -4.25)  -0.503
C (1.91, 0.69, -4.30)  -0.486
C (1.56, -0.29, -3.37)  -0.548
C (2.46, -0.72, -2.37)  -0.282
C (3.75, -0.22, -2.36)  -0.218
H (3.41, 1.94, -5.05)  0.419
H (1.25, 1.02, -5.09)  0.413
H (0.58, -0.73, -3.45)  0.422
H (2.23, -1.58, -1.76)  0.448
H (4.43, -0.50, -1.58)  0.294
F (7.80, -0.72, 0.57)  -0.308
C (6.56, -0.56, 1.10)  0.274
C (5.50, -1.36, 0.74)  -0.509
C (4.29, -1.24, 1.40)  -0.177
C (4.04, -0.20, 2.33)  -0.447
C (5.11, 0.62, 2.68)  -0.616
C (6.36, 0.42, 2.04)  -0.211
H (5.64, -2.20, 0.07)  0.458
H (3.47, -1.86, 1.06)  0.394
H (3.02, -0.16, 2.70)  0.423
H (5.07, 1.50, 3.31)  0.368
H (7.19, 1.03, 2.35)  0.381
F (-5.05, 1.66, 6.09)  -0.301
C (-4.29, 1.25, 5.00)  0.123
C (-3.94, -0.12, 4.96)  -0.210
C (-3.21, -0.59, 3.89)  -0.646
C (-2.83, 0.25, 2.88)  0.000
C (-3.22, 1.59, 2.87)  0.164
C (-3.97, 2.07, 3.92)  -0.356
H (-4.35, -0.81, 5.67)  0.390
H (-2.98, -1.65, 3.83)  0.372
H (-2.21, 0.02, 2.02)  0.098
H (-2.85, 2.31, 2.15)  -0.016
H (-4.27, 3.11, 3.90)  0.394
F (-6.34, -1.73, -1.41)  -0.298
C (-5.17, -2.38, -1.61)  0.093
C (-4.03, -1.74, -1.99)  -0.407
C (-2.82, -2.35, -2.14)  -0.103
C (-2.76, -3.70, -1.86)  -0.558
C (-3.93, -4.35, -1.41)  -0.485
C (-5.11, -3.73, -1.33)  -0.245
H (-4.14, -0.72, -2.31)  0.423
H (-1.91, -1.83, -2.42)  0.477
H (-1.78, -4.14, -1.92)  0.376
H (-3.79, -5.35, -1.03)  0.342
H (-5.98, -4.26, -0.96)  0.403
Cl (0.79, 0.26, 0.88)  -0.124
C (-0.10, 1.04, -0.38)  0.346
Cl (-1.54, 0.07, -0.60)  -0.084
H (-0.39, 2.06, -0.14)  -0.061
H (0.39, 0.95, -1.35)  -0.109
Cl (-0.61, 4.02, -2.24)  -0.113
C (-1.26, 5.11, -1.03)  -0.357
Cl (-2.31, 4.21, 0.12)  -0.135
H (-0.40, 5.52, -0.50)  0.276
H (-1.88, 5.79, -1.61)  0.331

Below is 2 unconnected molecules or ions with the total composition C2HNOS2 in a non-equilibrium geometry, with properties calculated with wB97M-V/def2-TZVPD.

The structure (SMILES) is C#[N+][S-].O=C=S. The calculation puts the HOMO energy at -0.3291 Ha.

Each line ends with the Mulliken charge.
Atoms and positions in Å:
C (-2.21, -0.40, -0.25)  -0.117
N (-1.17, -0.90, 0.02)  -0.032
S (0.20, -1.62, 0.29)  -0.138
H (-3.18, -0.48, 0.14)  0.296
O (1.40, 1.67, 0.86)  -0.373
C (2.10, 1.17, 0.06)  0.677
S (2.85, 0.56, -1.11)  -0.313

| no. | HOMO-LUMO gap (eV) | DFT total energy (Ha) |
| --- | --- | --- |
| 1 | 8.44 | -1153.16442 |
| 2 | 9.17 | -1674.14714 |
| 3 | 9.79 | -1704.49475 |
| 4 | 7.91 | -465.57211 |
| 5 | 6.76 | -4502.12077 |
| 6 | 7.05 | -6049.59055 |
| 7 | 9.63 | -3245.31667 |
| 8 | 8.70 | -1003.11704 |